Record 1
Below is a molecular structure, C7H11NO in a non-equilibrium geometry, with properties calculated with ωB97M-V/def2-TZVPD.

Geometry as ORCA input:
```
! RIJCOSX wB97M-V def2-TZVPD def2/J DEFGRID3
* xyz 0 1
C -1.762 -0.571 -0.296
C -1.095 -0.975 1.069
C -0.409 -0.092 -0.053
C 1.465 1.590 0.138
C 1.799 0.085 0.284
C 2.251 -1.256 -0.271
C 0.892 -0.738 -0.673
H -2.121 1.288 -0.231
H -2.368 -1.441 -0.861
H -1.639 -0.370 1.881
H -0.611 -2.053 1.274
H -0.577 1.981 -0.504
H 2.037 2.064 -0.799
H 1.790 2.152 1.005
H 1.467 0.180 1.395
H 2.848 -1.534 -1.186
H 2.386 -2.018 0.533
H 0.891 -0.115 -1.572
N -0.003 1.307 0.150
O -2.866 0.308 -0.396
*
```

Computed properties:
Electronic energy (Eh): -403.00477
Gap between HOMO and LUMO (eV): 9.350
Energy above the lowest of the compared OMol25 structures with the same formula, charge and spin (kJ/mol): 864.3
E_LUMO (eV): 0.80

Record 2
Below is a single C7H11NO molecule in a non-equilibrium geometry, with properties calculated with ωB97M-V/def2-TZVPD.

Geometry as ORCA input:
```
! RIJCOSX wB97M-V def2-TZVPD def2/J DEFGRID3
* xyz 0 1
C -2.413 -0.255 0.434
C 0.773 -1.786 0.561
C -0.103 1.868 -0.709
C -1.314 -0.829 -0.425
C 0.097 -0.577 -0.014
C 0.603 0.664 -0.158
C 2.008 0.937 0.243
N 3.042 0.277 -0.149
O -1.547 -1.527 -1.408
H 2.772 -0.474 -0.795
H 2.148 1.810 0.904
H -2.002 0.295 1.285
H -3.021 0.428 -0.165
H -3.031 -1.070 0.819
H 1.603 -1.528 1.225
H 0.070 -2.374 1.161
H 1.154 -2.425 -0.242
H 0.567 2.442 -1.359
H -0.431 2.520 0.106
H -0.975 1.606 -1.314
*
```

Computed properties:
Electronic energy (Eh): -403.28072
SMILES string: [H]/N=C\C(C)=C(/C)C(C)=O
Gap between HOMO and LUMO (eV): 10.139
Energy above the lowest of the compared OMol25 structures with the same formula, charge and spin (kJ/mol): 139.8
E_LUMO (eV): 0.70

Record 3
Below is a single C7H11NO molecule in a non-equilibrium geometry, with properties calculated with ωB97M-V/def2-TZVPD.

Geometry as ORCA input:
```
! RIJCOSX wB97M-V def2-TZVPD def2/J DEFGRID3
* xyz 0 1
C -0.283 2.000 0.109
C -0.791 0.639 0.222
C -2.109 0.372 -0.188
C -1.131 -1.603 0.136
C -0.021 -0.647 0.109
C 1.291 -0.718 0.993
C 2.026 -0.239 -0.451
H -1.115 2.662 -0.149
H 0.675 2.089 -0.560
H -0.042 2.461 1.201
H -2.871 1.043 -0.605
H -1.106 -2.495 -0.529
H -1.325 -2.207 1.090
H 1.277 -0.069 2.011
H 1.672 -1.739 1.237
H 1.926 0.898 -0.462
H 3.069 -0.600 -0.853
H 0.438 -0.261 -2.120
N 0.828 -0.672 -1.016
O -2.409 -0.912 -0.172
*
```

Computed properties:
Electronic energy (Eh): -403.15472
SMILES string: CC1=COC[C@]12CCN2
Gap between HOMO and LUMO (eV): 8.663
Energy above the lowest of the compared OMol25 structures with the same formula, charge and spin (kJ/mol): 470.6
E_LUMO (eV): 0.93

Record 4
Below is 2 unconnected molecules or ions with the total composition C7H11NO in a non-equilibrium geometry, with properties calculated with ωB97M-V/def2-TZVPD.

Geometry as ORCA input:
```
! RIJCOSX wB97M-V def2-TZVPD def2/J DEFGRID3
* xyz 0 1
C 1.288 -3.354 1.593
C 1.105 -2.051 1.710
C 0.510 -1.192 0.688
C -0.596 2.520 -0.336
C 0.329 2.243 -1.497
C -0.474 1.193 -0.838
C -1.601 0.347 -1.346
N 0.554 0.066 0.668
O 1.095 0.856 1.495
H 1.710 -3.993 2.380
H 1.004 -4.035 0.706
H 1.496 -1.510 2.574
H 0.072 -1.828 -0.179
H -0.069 2.628 0.719
H -1.627 3.051 -0.364
H -0.096 2.407 -2.398
H 1.333 2.298 -1.316
H -1.510 -0.672 -1.667
H -2.214 0.903 -2.114
H -2.308 0.121 -0.479
*
```

Computed properties:
Electronic energy (Eh): -403.08966
Gap between HOMO and LUMO (eV): 8.621
Energy above the lowest of the compared OMol25 structures with the same formula, charge and spin (kJ/mol): 641.4
E_LUMO (eV): 0.35

Record 5
Below is a single C7H11NO molecule in a non-equilibrium geometry, with properties calculated with ωB97M-V/def2-TZVPD.

Geometry as ORCA input:
```
! RIJCOSX wB97M-V def2-TZVPD def2/J DEFGRID3
* xyz 0 1
C -1.063 -0.639 0.018
C -0.646 0.300 1.129
C 1.471 0.904 0.560
C -0.543 -0.249 -1.380
C -0.680 -2.099 0.344
C 2.319 2.030 0.093
O 0.312 1.214 1.093
C -2.526 -0.566 -0.061
N -3.669 -0.502 -0.139
H -1.377 0.525 1.892
H 1.769 -0.123 0.417
H -0.670 0.817 -1.559
H -1.099 -2.397 1.304
H -1.096 -0.800 -2.141
H 0.509 -0.505 -1.490
H -1.062 -2.775 -0.421
H 0.404 -2.188 0.398
H 3.091 1.732 -0.619
H 1.722 2.814 -0.375
H 2.833 2.507 0.937
*
```

Computed properties:
Electronic energy (Eh): -403.18024
Gap between HOMO and LUMO (spin up / spin down) (eV): 8.378 / 7.684
Energy above the lowest of the compared OMol25 structures with the same formula, charge and spin (kJ/mol): 403.6
E_LUMO (spin up / spin down) (eV): 0.64 / 0.31

Record 6
Below is a single C7H11NO3 molecule in a non-equilibrium geometry, with properties calculated with ωB97M-V/def2-TZVPD.

Geometry as ORCA input:
```
! RIJCOSX wB97M-V def2-TZVPD def2/J DEFGRID3
* xyz 0 1
C 0.118 -1.026 0.611
C -3.929 -0.402 -0.243
C -0.895 0.551 -0.877
C -1.714 -0.688 -1.317
C -0.139 0.420 0.444
C -0.940 0.844 1.702
C 2.023 -1.179 -0.886
N 1.085 -1.718 0.161
O -4.538 -0.752 0.704
O 1.338 -2.911 0.351
O -2.879 -0.811 -0.740
H -0.083 0.691 -1.685
H -1.593 1.346 -0.970
H -1.795 -0.738 -2.420
H -0.435 -1.571 1.390
H 0.673 1.090 0.155
H -0.733 0.240 2.652
H -2.029 0.773 1.400
H -0.515 1.793 1.915
H 1.477 -1.048 -1.773
H 2.462 -0.250 -0.559
H 2.822 -1.980 -0.839
*
```

Computed properties:
Electronic energy (Eh): -553.52234
Gap between HOMO and LUMO (spin up / spin down) (eV): 8.045 / 7.964
Energy above the lowest of the compared OMol25 structures with the same formula, charge and spin (kJ/mol): 823.3
E_LUMO (spin up / spin down) (eV): -0.36 / -0.42

Question: The highest electronic energy belongs to which entry?
Answer: number 1

Question: The lowest energy above the lowest of the compared OMol25 structures with the same formula, charge and spin belongs to which entry?
Answer: number 2

Question: What is the energy above the lowest of the compared OMol25 structures with the same formula, charge and spin in the first record?
Answer: 864.3 kJ/mol